An isolated molecule of C10H17NOS at a distorted geometry. Source: OMol25; level of theory: wB97M-V/def2-TZVPD.

Structure (XYZ):
```
30
Properties=species:S:1:pos:R:3:lowdin_charge:R:1
C -2.153 2.449 -0.982 -0.146
C -1.206 1.395 -0.406 -0.234
C -1.893 0.012 -0.572 -0.384
C -2.954 -0.103 0.546 -0.257
C -0.076 -1.486 0.333 -0.195
C 1.254 -0.753 0.273 -0.501
C 3.284 0.489 -0.703 -0.368
C 2.921 0.867 0.547 -0.178
C 1.755 0.254 1.075 -0.387
C 1.095 0.558 2.364 -0.067
H -2.290 2.195 -2.179 0.128
H -3.149 2.535 -0.449 0.077
H -1.619 3.433 -0.911 0.068
H -1.108 1.674 0.780 0.139
H -0.049 1.295 -0.805 0.153
H -2.549 0.017 -1.514 0.161
H -2.440 0.047 1.457 0.087
H -3.690 0.737 0.480 0.126
H -3.072 -1.961 0.085 0.060
H -0.609 -1.193 -1.606 0.099
H -0.531 -1.253 1.310 0.096
H 0.105 -2.553 0.403 0.112
H 4.057 0.889 -1.432 0.095
H 3.451 1.583 1.093 0.092
H 0.753 1.638 2.303 0.086
H 0.266 -0.242 2.548 0.096
H 1.853 0.621 3.279 0.118
N -1.088 -1.166 -0.710 -0.032
O -3.637 -1.311 0.473 -0.037
S 2.198 -0.806 -1.156 0.992
```

Energy, hartree: -919.3385
Kohn-Sham gap, Eh: 0.3490
Largest force on an atom, eV/Å: 3.26
HOMO level, eV: -8.75
Relative energy (zero: lowest compared OMol25 entry of this formula, charge and spin), kcal/mol: 42.5